(1)
Here is a molecular structure, CH2O4S2 at a distorted geometry from the OMol25 dataset. Energies are from wB97M-V/def2-TZVPD.

```
9
Properties=species:S:1:pos:R:3:forces:R:3:mulliken_charge:R:1
C -0.17025 -0.12514 1.06000 1.222 0.133 -0.781 -0.16
O -2.43854 -1.29946 0.78106 -0.040 0.384 -0.795 -0.59
O 2.10326 1.20281 0.58115 0.564 -0.532 0.214 -0.54
O -1.24622 -0.67722 -1.34135 -0.074 -0.350 -0.739 -0.54
O 0.23865 2.04011 -0.61910 -1.138 0.641 -0.344 -0.56
S -1.56152 -0.29749 0.05866 -0.982 -1.261 1.754 0.21
S 0.82325 0.85715 -0.02437 1.259 0.008 0.959 0.10
H 1.25774 -1.67164 0.49724 -1.240 1.065 0.457 0.01
H 0.99363 -0.02912 -0.99329 0.429 -0.088 -0.724 0.07
```
Forces are in eV/Å.

Results
- energy relative to the best compared isomer or geometry (same formula, charge and spin) (eV) = 4.8310
- 2S+1 = 1
- orbital gap (alpha / beta) (eV) = 5.702 / 5.705
- net charge = -2

---

(2)
Here is a molecular structure, C17H15N3ORu from the OMol25 dataset. Energies are from wB97M-V/def2-TZVPD.

```
37
Properties=species:S:1:pos:R:3:forces:R:3:mulliken_charge:R:1
Ru -0.37458 0.80424 0.41589 -0.400 -0.485 0.119 1.33
C -0.71139 3.31847 -1.63782 0.011 -0.011 0.004 -1.35
C -1.12452 2.02248 -2.25222 -0.008 -0.007 0.015 0.85
C -1.71507 1.96085 -3.51419 -0.014 -0.002 0.004 -0.70
C -2.11011 0.74912 -4.03631 0.008 0.019 0.008 -0.59
C -1.90095 -0.42066 -3.30339 -0.001 -0.012 0.013 -0.44
C -1.31187 -0.32244 -2.07124 -0.017 -0.089 0.014 0.67
N -0.94093 0.88658 -1.55226 0.129 0.050 -0.154 -0.11
C -0.94547 -1.48298 -1.22615 0.133 0.075 -0.060 0.34
C -1.02256 -2.82333 -1.55054 -0.059 -0.026 0.045 -0.57
C -0.49291 -3.74977 -0.65802 0.014 0.025 -0.001 -0.71
C 0.14766 -3.33898 0.50670 -0.072 -0.021 0.020 -0.57
C 0.19868 -1.98706 0.78434 0.132 0.079 -0.056 0.34
N -0.37331 -1.11960 -0.06672 0.081 0.131 -0.018 -0.10
C 0.93771 -1.31193 1.87676 -0.033 -0.075 -0.034 0.67
C 1.61144 -1.96667 2.87287 -0.014 -0.006 -0.013 -0.44
C 2.34787 -1.21017 3.78645 0.002 0.026 -0.003 -0.58
C 2.38800 0.16095 3.66111 -0.010 -0.007 0.012 -0.70
C 1.68162 0.79357 2.63844 -0.018 -0.005 -0.004 0.86
C 1.67433 2.27852 2.48726 0.001 -0.006 -0.014 -1.34
N 0.96555 0.05091 1.77260 0.192 0.024 -0.010 -0.12
H -0.86979 4.13837 -2.33280 0.012 0.003 -0.002 0.42
H 0.34513 3.29499 -1.36390 -0.008 -0.001 0.000 0.28
H -1.29548 3.51835 -0.73700 -0.013 0.007 -0.008 0.34
H -1.86245 2.87848 -4.06550 -0.001 -0.005 -0.005 0.39
H -2.57411 0.69917 -5.01233 -0.002 0.005 0.000 0.48
H -2.19177 -1.38096 -3.70348 0.000 0.000 0.004 0.39
H -1.46662 -3.15020 -2.47925 -0.006 0.007 0.001 0.41
H -0.54592 -4.80471 -0.89228 -0.003 0.001 0.002 0.47
H 0.60611 -4.06335 1.16372 -0.003 0.006 0.007 0.41
H 1.58052 -3.04387 2.94715 -0.002 0.001 -0.001 0.39
H 2.88919 -1.70256 4.58327 0.000 0.004 0.004 0.48
H 2.95579 0.76599 4.35338 0.003 -0.006 0.001 0.38
H 2.32184 2.74073 3.22714 0.010 0.004 -0.008 0.42
H 0.66550 2.67338 2.62409 0.001 0.001 0.017 0.33
H 2.02380 2.56511 1.49347 -0.005 -0.003 0.006 0.28
O -1.51097 1.57899 1.26075 -0.040 0.300 0.100 -0.61
```
Forces are in eV/Å.

Results
- 2S+1 = 1
- orbital gap (eV) = 7.575
- net charge = +2

---

(3)
Here is a molecular structure, C37H41N6STi at a distorted geometry from the OMol25 dataset. Energies are from wB97M-V/def2-TZVPD.

```
86
Properties=species:S:1:pos:R:3:forces:R:3:mulliken_charge:R:1
Ti 0.76632 0.13607 0.47879 -0.094 -1.130 0.636 -1.57
N 2.17855 0.54789 4.41314 -0.145 0.040 0.031 -0.07
C 2.19809 -0.83948 4.41817 0.052 0.110 0.112 0.63
C 2.61019 -1.74509 5.37499 0.011 -0.111 0.055 -1.15
C 2.51164 -3.09851 5.05954 -0.013 0.059 -0.035 -0.58
C 2.01858 -3.51266 3.82554 -0.007 0.064 -0.032 -0.86
C 1.60747 -2.58998 2.86660 -0.020 -0.147 -0.018 -0.09
C 1.69687 -1.24485 3.17651 -0.201 0.049 -0.161 -0.31
N 1.36329 -0.12420 2.41367 0.139 0.256 0.314 1.46
C 1.69105 0.96349 3.19177 0.247 -0.255 -0.118 -0.37
C 1.62537 2.25297 2.67282 -0.053 0.138 -0.366 -0.55
C 1.85865 3.52463 3.20231 0.039 -0.186 0.040 -0.65
S 1.67067 4.70227 1.96996 0.037 0.271 0.131 -0.20
C 1.27054 3.49978 0.85415 -0.031 -0.297 -0.283 -0.48
N 1.28104 2.28370 1.30752 -0.176 0.035 0.316 0.84
H 2.52084 1.15348 5.13466 0.032 -0.024 0.003 0.24
H 2.99741 -1.42127 6.33241 -0.001 0.006 0.002 0.44
H 2.82715 -3.83550 5.78519 0.006 -0.015 0.012 0.39
H 1.95356 -4.56899 3.60216 0.006 -0.016 0.013 0.45
H 1.21862 -2.90430 1.90593 0.002 0.015 -0.004 0.38
H 2.13183 3.80292 4.20356 0.011 0.003 0.030 0.45
H 1.02546 3.73104 -0.17320 -0.015 0.028 -0.010 0.32
C 1.05956 2.90719 -4.89595 0.013 0.120 0.001 -1.41
C 0.32520 1.68019 -4.36272 -0.094 -0.174 -0.084 -1.18
C -0.74336 1.99344 -3.34051 -0.125 0.108 0.103 1.40
C -1.94418 2.49095 -3.83882 0.103 -0.027 -0.009 -0.61
C -3.02483 2.74032 -3.01830 -0.113 0.049 0.002 -1.24
C -2.92200 2.47669 -1.66581 0.041 -0.019 0.009 -0.65
C -1.74576 1.98753 -1.11140 -0.065 0.102 -0.081 0.32
C -1.78720 1.69078 0.37143 0.250 -0.045 -0.230 1.65
C -2.10731 2.89228 1.25511 -0.139 -0.022 -0.030 -1.73
C -0.63675 1.77231 -1.95139 0.324 -0.250 0.008 -0.38
N 0.53728 1.20007 -1.37764 -0.265 0.469 0.077 1.78
C 1.73872 1.45194 -1.80419 0.472 0.104 0.011 -0.08
C 2.84763 0.74593 -1.27570 -0.193 0.042 -0.015 -0.32
C 4.19009 0.73975 -1.65572 0.118 -0.006 0.057 -1.02
C 4.81978 -0.20222 -0.84171 -0.026 0.047 -0.056 -1.07
C 3.83389 -0.72303 0.00128 -0.079 -0.046 0.126 -0.60
N 2.64240 -0.16873 -0.25395 0.330 0.125 -0.551 0.88
H 1.80382 2.62081 -5.63906 0.012 -0.007 -0.016 0.41
H 1.56882 3.46434 -4.10670 0.003 -0.015 0.016 0.34
H 0.36389 3.60389 -5.36628 -0.018 -0.026 -0.001 0.39
H 1.03148 0.94646 -3.98179 0.042 -0.049 0.007 0.20
H -0.17268 1.18839 -5.20359 0.017 0.028 0.015 0.64
H -2.03053 2.65097 -4.90753 -0.006 0.004 -0.008 0.46
H -3.95420 3.10841 -3.43260 0.001 0.003 -0.007 0.39
H -3.77943 2.62902 -1.02223 -0.018 0.007 -0.001 0.39
H -0.83445 1.30443 0.73566 -0.233 0.258 0.045 -0.09
H -2.50043 0.88437 0.53910 0.086 0.062 -0.088 -0.68
H -1.43540 3.72743 1.05850 0.021 -0.013 -0.010 0.34
H -2.02254 2.62409 2.30924 -0.002 -0.009 0.012 0.38
H -3.12732 3.23570 1.07887 0.012 0.029 0.016 0.55
H 1.96763 2.22150 -2.53877 -0.223 -0.091 -0.078 0.10
H 4.63127 1.33763 -2.43738 0.022 0.016 -0.006 0.56
H 5.85823 -0.48748 -0.85324 0.019 -0.002 -0.003 0.43
H 3.93685 -1.46152 0.78303 0.016 -0.007 -0.006 0.58
C -4.07196 -0.45853 2.08206 -0.041 0.096 0.069 -1.39
C -2.92545 -1.43753 1.79587 -0.012 -0.014 -0.082 0.80
C -1.76156 -1.06412 2.70058 0.071 0.050 0.073 -1.18
C -2.66047 -1.68721 0.29715 -0.181 -0.034 0.058 -0.21
C -3.79849 -2.01070 -0.44445 0.046 -0.096 0.004 -1.04
C -3.72898 -2.51132 -1.72946 0.002 0.047 0.016 -1.49
C -2.48341 -2.77305 -2.26984 0.099 0.041 0.022 -0.81
C -1.31235 -2.45246 -1.59340 -0.146 -0.202 -0.197 0.33
C -0.01737 -2.92837 -2.24020 -0.089 -0.052 0.057 0.19
C 0.84712 -3.75356 -1.28986 0.058 -0.024 0.095 -1.49
C 0.80275 -1.85117 -2.93225 0.070 0.138 -0.123 -1.30
C -1.40286 -1.80603 -0.34126 0.810 0.431 0.516 1.11
N -0.22900 -1.22412 0.19846 -0.629 0.103 -0.473 0.80
H -4.33674 -0.51144 3.13987 0.010 -0.027 0.010 0.50
H -4.97870 -0.64877 1.51332 0.008 -0.029 -0.034 0.37
H -3.76779 0.57293 1.88881 -0.067 -0.046 0.036 0.17
H -3.26367 -2.42195 2.14397 -0.036 0.039 0.012 0.59
H -1.39053 -0.05504 2.50741 -0.040 -0.024 0.015 -0.05
H -0.92070 -1.74303 2.61475 0.012 -0.063 -0.034 0.06
H -2.11014 -1.08334 3.73678 0.010 -0.009 0.000 0.64
H -4.77045 -1.90965 0.01848 -0.023 -0.026 -0.004 0.33
H -4.63011 -2.74487 -2.28044 -0.026 -0.010 0.005 0.39
H -2.40318 -3.24764 -3.24109 -0.031 -0.008 -0.014 0.39
H -0.35725 -3.59805 -3.03662 0.053 -0.066 0.046 0.77
H 1.17873 -3.14703 -0.44778 0.009 0.036 -0.006 -0.06
H 1.73743 -4.12153 -1.80435 -0.022 -0.023 -0.042 0.44
H 0.29781 -4.61148 -0.89766 -0.016 0.005 -0.010 0.39
H 1.32276 -1.21778 -2.22152 0.009 0.054 0.120 0.09
H 0.16514 -1.22731 -3.55913 -0.034 0.066 -0.037 0.19
H 1.55806 -2.31307 -3.57363 -0.004 -0.009 0.008 0.61
```
Forces are in eV/Å.

Results
- expectation value of S² = 0.772
- energy relative to the best compared isomer or geometry (same formula, charge and spin) (eV) = 0.6124
- 2S+1 = 2
- orbital gap (alpha / beta) (eV) = 4.845 / 7.252

---

(4)
Here is 9 unconnected molecules or ions with the total composition C7H18Cl3O14 at a distorted geometry from the OMol25 dataset. Energies are from wB97M-V/def2-TZVPD.

```
42
Properties=species:S:1:pos:R:3:forces:R:3:mulliken_charge:R:1
Cl 2.09337 -1.71462 0.31590 -0.345 1.171 -1.427 1.53
O 2.72878 -0.46932 0.73124 0.029 -0.140 -0.063 -0.77
O 0.71330 -1.42372 -0.04137 0.121 -0.220 0.700 -0.40
O 2.72786 -2.17680 -0.91441 0.375 -0.291 0.622 -0.68
O 2.20160 -2.66790 1.37187 -0.174 -0.278 -0.058 -0.62
C -4.61125 2.50751 0.02146 -0.391 -1.602 -1.058 -1.01
C -4.43954 3.59742 0.73429 0.635 -0.430 0.135 0.26
C -3.29809 3.75555 1.67293 0.591 -1.574 -0.657 0.91
O -3.19590 4.80636 2.23606 0.104 1.938 0.995 -0.63
C -2.36896 2.66681 1.78319 0.426 0.095 0.316 -0.48
C -2.52914 1.55559 1.05002 -0.399 1.509 0.774 0.04
C -3.65046 1.40709 0.09399 -0.780 2.254 0.834 0.89
O -3.71215 0.43770 -0.58790 0.085 -2.214 -1.395 -0.57
O -1.72536 0.56198 1.17789 1.042 -2.016 -0.936 -0.27
O -5.20747 4.63332 0.64364 -1.022 1.973 -0.171 -0.58
H -5.41856 2.39316 -0.69627 0.097 0.093 0.118 0.41
H -1.48859 2.78037 2.40576 -0.161 0.009 0.027 0.41
H -1.86683 -0.06236 0.42371 0.048 0.119 0.671 0.24
H -4.72675 5.37150 1.07670 -0.277 -0.222 0.252 0.36
O 4.24701 -5.10586 0.69328 -0.017 0.161 -0.164 -0.63
H 3.40966 -5.13720 0.21132 0.170 0.063 0.150 0.32
H 4.46669 -4.16308 0.70864 -0.155 -0.229 0.013 0.32
O 1.05863 1.84406 1.41114 0.363 -0.373 -0.148 -0.57
H 1.56175 1.09772 1.01163 -0.312 0.422 0.375 0.33
H 1.37143 1.85885 2.32463 -0.014 -0.069 -0.166 0.31
O -1.50013 -2.66727 -2.30232 -0.100 0.440 0.020 -0.60
H -2.25353 -2.08221 -2.14264 0.225 -0.072 -0.041 0.29
H -0.71761 -2.09786 -2.20812 -0.269 -0.347 0.068 0.28
O 1.03129 -4.35067 -2.37135 0.271 -0.003 0.105 -0.64
H 1.31257 -3.81171 -3.12015 -0.030 -0.031 0.180 0.30
H 1.45919 -3.93466 -1.60649 -0.110 0.056 -0.315 0.32
O 5.78290 -0.91030 -1.13997 -0.505 0.068 0.001 -0.67
H 5.66409 -0.24542 -0.44893 -0.026 -0.181 -0.119 0.32
H 4.87324 -1.21249 -1.32163 0.390 0.037 0.185 0.32
O 0.02470 -0.67598 3.22421 0.187 0.199 -0.320 -0.69
H 0.63904 -1.09959 2.59949 -0.320 0.110 0.329 0.34
H -0.36994 0.04428 2.70431 0.203 -0.401 0.078 0.33
C 1.16843 0.88978 -2.21367 -0.054 -0.190 0.252 0.76
Cl 0.59066 -0.09460 -3.56983 0.137 -0.039 0.036 -0.19
Cl 1.43084 2.56567 -2.68328 -0.068 0.215 -0.028 -0.20
H 0.42164 0.82182 -1.43428 -0.087 0.220 0.030 -0.34
H 2.10161 0.50710 -1.82469 0.114 -0.231 -0.200 -0.05
```
Forces are in eV/Å.

Results
- energy relative to the best compared isomer or geometry (same formula, charge and spin) (eV) = 0.0000
- 2S+1 = 1
- orbital gap (eV) = 8.258
- net charge = -1

---

no.,calculated total energy (hartree)
1,-1136.4043
2,-990.6541
3,-3010.7921
4,-2711.3216